Entry 1:
Below is a structure of composition C34H32N4O10Y at a distorted geometry, with properties calculated with ωB97M-V/def2-TZVPD.

Output
LUMO energy, eV: 1.684
Calculated total energy, eV: -63262.1870
Charge: -1
HOMO level, Ha: -0.1834
ΔE to the lowest compared entry with this formula, charge and spin, kcal per mole: 7.7

```
81
Properties=species:S:1:pos:R:3:forces:R:3:lowdin_charge:R:1
H 6.7330 -21.0480 -4.8960 -0.5 0.1 0.5 0.107
C -0.1512 -17.4616 -9.0179 -0.3 0.4 2.4 -0.073
H 7.5295 -15.8070 -8.1383 -0.1 0.6 -0.4 0.111
C 4.9964 -19.7280 -4.7072 1.0 -0.7 1.3 -0.393
H 0.8793 -10.7934 -3.1359 0.0 -0.2 -0.4 0.127
C 5.3031 -17.0306 -7.5619 0.8 -1.7 1.7 0.037
C 3.0415 -12.2384 -2.6402 -1.7 -0.7 -0.8 -0.065
C 6.6050 -20.2333 -2.9014 0.7 -0.3 0.4 -0.124
C -1.1378 -15.1082 -7.8286 -0.7 -1.2 -1.6 -0.011
C 1.2225 -11.9175 -5.0230 0.8 0.1 0.6 -0.650
Y 2.0733 -15.2128 -4.8736 -0.7 0.4 0.2 1.601
C 1.1458 -18.0314 -7.0283 -1.1 0.2 2.0 -0.100
H 7.4738 -20.8146 -2.5150 -0.7 0.4 -0.5 0.104
C 4.3843 -18.8329 -3.7896 -0.7 0.5 0.4 -0.090
O 6.5300 -16.5354 -4.6647 0.5 0.7 -0.3 -0.047
C 6.1483 -20.4363 -4.1886 0.1 0.5 -0.7 -0.031
O 0.7192 -15.4593 -2.7587 -0.2 -0.5 0.0 -0.160
H 4.3286 -17.4410 -7.7765 -0.2 -0.4 0.2 0.140
H 3.1682 -19.2542 -5.9159 -0.2 0.6 0.6 0.110
C -0.2789 -15.8939 -6.9964 0.0 -0.8 -0.1 -0.303
N 1.6543 -12.7368 -2.7053 0.5 0.3 -1.8 -0.192
C 0.0757 -14.4983 -1.9030 0.5 0.5 -0.5 -0.182
C 6.0272 -19.3007 -2.0288 -1.7 0.4 -1.2 -0.113
C 6.5981 -15.6732 -3.5199 0.0 -0.1 0.7 -0.046
C 0.8424 -11.8234 -3.5399 -0.2 -0.4 0.9 -0.103
O -0.0323 -15.5207 -5.7452 0.1 -0.8 -2.1 -0.223
H -2.2960 -14.9191 -9.6644 0.0 0.1 0.0 0.090
H 1.7796 -13.7113 -0.8694 -0.1 0.5 -0.1 0.132
H 1.1383 -19.1022 -7.2927 0.6 0.4 -0.3 0.141
C 7.6564 -16.9502 -5.2588 -0.3 -1.2 -0.2 -0.215
H 8.4705 -18.7781 -8.0053 0.0 -0.6 -0.5 0.102
H 2.9736 -11.3615 -3.3052 1.0 -0.1 0.5 0.134
H -0.8400 -14.0964 -2.3909 0.4 -0.5 0.4 0.123
H 7.0268 -14.6800 -3.6369 0.2 0.0 -0.9 0.095
C 6.7042 -15.0930 -8.0466 -0.1 -0.1 -0.3 -0.051
C 5.4363 -15.6621 -7.7912 0.1 2.0 1.6 -0.133
H 7.1416 -16.1290 -2.6790 -0.4 -0.3 -0.2 0.091
N 6.1534 -17.8957 -6.9720 -0.1 0.8 -1.6 0.158
O 1.2334 -10.9120 -5.7224 -0.2 -0.3 -0.1 0.021
N 1.6828 -17.6234 -5.9254 1.1 -1.3 -0.6 0.012
C 7.5071 -17.6890 -6.4659 0.0 0.3 0.6 -0.151
H 5.5646 -15.4771 -3.2842 -0.2 -0.2 0.3 0.061
O 3.7862 -14.2769 -3.7759 0.0 0.9 0.6 -0.179
C 4.3556 -14.7750 -7.2819 0.1 -0.9 -0.7 -0.288
C 5.8347 -12.8447 -7.8630 -2.6 -1.2 0.4 -0.063
H 3.7431 -12.6518 -7.1667 1.3 -1.2 -0.3 0.138
H 0.1988 -18.3631 -9.4824 0.4 -0.3 -0.1 0.095
C 3.1619 -18.0968 -4.2184 0.7 0.0 0.7 -0.367
C 10.0300 -17.3651 -5.3032 -0.3 -1.2 -1.7 -0.076
O 1.5407 -13.1134 -5.3204 0.0 0.0 -1.0 -0.154
C 6.8723 -13.7358 -8.1934 1.5 0.4 0.0 -0.110
H 5.8238 -18.8689 -6.9048 -0.4 0.2 0.3 0.121
O 2.7477 -17.0963 -3.5474 0.1 -0.9 -1.3 -0.103
H 10.8113 -18.4229 -6.9634 0.1 -0.3 -0.6 0.082
N 2.5704 -18.5511 -5.3530 -0.1 1.1 0.5 0.073
H 0.4087 -16.3798 -2.5778 0.4 1.3 -0.2 0.122
C 4.9101 -18.5809 -2.5020 0.4 -0.6 0.2 -0.029
H 11.0048 -17.3231 -4.8537 0.2 0.2 0.1 0.095
C -1.5993 -15.5262 -9.1053 1.6 -0.2 1.9 -0.086
H 7.8657 -13.3590 -8.5169 -0.8 -0.2 0.4 0.103
H 8.9750 -16.4244 -3.6656 0.2 -0.2 -0.5 0.113
H -1.3916 -16.9530 -10.6550 0.0 -0.2 -0.2 0.083
C 8.6191 -18.3258 -7.0532 0.0 2.0 0.5 -0.024
C 1.0309 -13.3113 -1.5677 -0.7 -0.3 -0.2 -0.181
C 8.9223 -16.8888 -4.6570 -0.6 0.9 0.5 -0.012
O 4.5662 -19.9176 -5.9017 0.3 -0.5 -0.9 -0.136
H -0.0925 -15.0168 -0.9714 -0.7 0.1 0.4 0.108
C 4.1332 -13.1904 -3.1452 0.2 -0.8 -0.6 -0.585
C 4.5961 -13.3635 -7.4347 -0.5 0.8 0.3 0.011
H 0.3920 -12.5135 -1.1428 0.0 -0.5 0.8 0.120
C 9.8964 -18.0537 -6.5530 -0.6 0.4 1.9 -0.081
H 5.8044 -11.7573 -7.9177 0.8 -0.3 -0.2 0.104
O 5.2913 -12.8495 -2.9202 -0.2 0.0 0.0 0.015
O 3.3055 -15.3072 -6.7248 1.3 0.7 -0.8 -0.179
C 0.1988 -17.1655 -7.6557 -0.4 1.9 -1.0 -0.129
H -1.5366 -14.1731 -7.5298 0.0 0.7 0.9 0.089
H 3.2827 -11.9829 -1.6291 0.4 0.6 0.6 0.113
H 4.4029 -17.8387 -1.8586 0.3 -0.5 -0.5 0.121
H 6.3286 -19.2152 -1.0096 0.4 0.2 0.4 0.076
C -1.0746 -16.6951 -9.6573 -0.8 0.6 -1.2 -0.159
H -0.2018 -12.1407 -3.5706 -0.2 -0.1 0.4 0.121
```
Forces are in eV/Å.

Entry 2:
Below is a structure of composition C34H32N6O2PtS, with properties calculated with ωB97M-V/def2-TZVPD.

Output
LUMO energy (alpha / beta), eV: -13.980 / -13.975
Calculated total energy, eV: -62859.0046
Charge: +4
HOMO level (alpha / beta), Ha: -0.6361 / -0.6361

```
76
Properties=species:S:1:pos:R:3:forces:R:3:lowdin_charge:R:1
C -1.1227 -6.7234 2.7581 -0.1 0.0 0.0 0.017
H -3.3240 -3.3691 -1.6757 0.0 0.0 0.0 0.097
H 5.0226 7.3163 0.6391 0.0 0.0 0.0 0.160
C -4.5568 0.5813 -5.5265 0.0 0.0 0.0 -0.012
H -7.0711 1.4610 -1.4296 0.0 0.0 0.0 0.095
C 3.6560 2.9988 1.0730 -0.2 -0.2 0.0 -0.163
H -0.3812 3.9587 0.3988 0.0 0.0 0.0 0.145
H -1.9331 -2.3267 -1.4018 0.0 0.0 -0.3 0.019
C -5.4792 0.5348 -3.1996 0.0 0.0 0.0 0.023
C -4.5329 -0.8800 -1.4853 0.0 0.1 -0.1 -0.125
C 2.5832 1.0627 1.2181 -0.1 0.0 0.0 -0.020
H 9.2284 7.8059 1.4135 0.0 0.0 0.0 0.123
C 0.7571 -0.4889 1.1566 -0.1 0.0 0.0 -0.093
H -6.2355 0.8842 0.0011 0.0 0.0 0.0 0.082
H -4.3505 1.6531 -5.5429 0.0 0.0 0.0 0.103
C 6.9823 4.5539 1.4551 0.0 0.1 0.0 0.086
H 2.8990 -3.4679 2.2266 0.0 0.0 0.0 0.143
C -4.6378 -1.3076 -0.1319 0.0 -0.2 0.2 -0.132
C -3.6223 -0.9026 -3.7162 0.0 0.0 0.0 0.019
H -0.2702 -7.3575 2.9838 0.0 0.0 0.0 0.109
H -1.5846 -4.5950 -1.1796 0.0 0.0 0.0 0.120
H -2.7859 3.2976 0.2509 0.0 0.0 0.0 0.142
H -6.2157 1.2619 -3.5197 0.0 0.0 0.0 0.139
C -2.0105 2.5583 0.3949 0.0 0.0 0.0 0.043
N 3.7791 1.6083 1.3230 0.1 0.1 0.0 0.249
C 2.9263 -1.3710 1.7710 0.0 0.0 0.0 0.069
H -2.9498 -1.3220 -4.4547 0.0 0.0 0.0 0.129
C 6.6120 5.9342 1.1712 0.0 0.0 0.0 -0.174
C 8.8694 6.7875 1.4950 -0.1 0.0 0.0 0.095
C -3.6012 -1.3963 -2.4321 0.0 0.0 0.1 -0.183
H 3.9854 -1.2573 1.9652 0.0 0.0 0.0 0.141
C -0.6615 -7.2101 0.3295 0.0 0.0 0.0 0.002
C 5.2400 6.2760 0.8450 0.1 0.0 0.0 0.098
H -2.2592 -2.9579 -3.0381 0.0 0.0 0.0 0.096
H 3.2763 5.5547 0.5746 0.0 0.0 0.0 0.138
H 0.4624 -3.6780 1.7938 0.0 0.0 0.0 0.093
H -2.0454 -7.2625 2.9631 0.0 0.0 0.0 0.118
N 0.1913 -1.7046 1.3012 0.3 0.1 0.0 -0.061
H -7.3752 -0.1623 -0.8413 0.0 0.0 0.0 0.113
C -0.6841 2.9233 0.4828 0.0 0.0 0.0 0.074
H 8.9717 6.4120 2.5097 0.0 0.0 0.0 0.121
N -1.0689 -6.3551 1.3395 0.1 0.0 0.0 -0.103
C -5.5162 0.0698 -1.9001 0.0 0.0 0.0 -0.178
C -0.1579 0.6014 0.8090 -0.1 0.0 0.1 -0.124
H -1.0957 -5.8208 3.3621 0.0 0.0 0.0 0.074
H 9.3281 6.1454 0.7477 0.0 0.0 0.0 0.121
C -4.5424 0.0721 -4.1211 0.0 0.0 0.0 -0.203
H -3.8251 0.0764 -6.1524 0.0 0.0 0.0 0.088
C 0.2637 1.9222 0.7044 0.0 0.0 0.0 -0.051
C 4.6496 3.9317 1.0997 0.2 0.2 0.0 -0.049
C -0.7973 -6.5497 -0.8388 0.0 0.0 0.0 -0.012
C 1.6825 2.1638 0.8846 0.0 -0.1 0.0 -0.095
S -2.2392 -3.9191 1.6981 0.2 -0.1 0.1 0.714
C -1.4653 -5.1916 0.8053 -0.1 0.0 -0.1 -0.678
N -1.4526 0.2537 0.6835 0.1 0.1 -0.2 -0.022
C 2.1294 -0.2863 1.3816 0.0 0.0 0.0 -0.045
N -1.2974 -5.3028 -0.5227 0.1 0.1 0.0 0.100
Pt -1.7829 -1.7909 0.8983 -0.1 -0.2 0.4 0.969
O 7.4230 6.8990 1.1854 0.1 0.0 0.0 0.088
C 2.3311 -2.6022 1.9165 0.0 0.0 0.0 0.036
C 6.0373 3.6048 1.4149 -0.1 0.0 0.0 0.061
H -5.6194 -1.2089 0.3360 0.0 0.0 0.0 0.150
H 6.3221 2.5824 1.6265 0.0 0.0 0.0 0.133
C -2.3583 1.2148 0.5001 0.0 0.0 -0.1 -0.020
H -0.3297 -8.2129 0.5359 0.0 0.0 0.0 0.149
H -3.3894 0.8984 0.4380 0.0 0.0 0.0 0.121
H -5.5454 0.4434 -5.9671 0.0 0.0 0.0 0.107
C -6.5957 0.5903 -0.9847 0.0 0.0 0.0 -0.022
H 8.0087 4.3121 1.6931 0.0 0.0 0.0 0.143
H -0.5934 -6.8542 -1.8499 0.0 0.0 0.0 0.140
N 2.3351 3.2799 0.8028 0.1 0.1 0.0 0.258
H 4.6384 1.1191 1.5349 0.0 0.0 0.0 0.185
O -3.7832 -1.7821 0.6603 -0.1 0.3 -0.1 -0.247
C -2.7178 -2.5770 -2.1272 -0.1 0.0 0.2 -0.058
C 0.9685 -2.7312 1.6738 -0.1 0.0 0.0 -0.030
C 4.3040 5.3205 0.8120 0.0 -0.1 0.0 0.063
```
Forces are in eV/Å.

Entry 3:
Below is a structure of composition C34H33AsBiN6O5P at a distorted geometry, with properties calculated with ωB97M-V/def2-TZVPD.

Output
LUMO energy, eV: -5.702
Calculated total energy, eV: -130925.2509
Charge: +2
HOMO level, Ha: -0.4810
ΔE to the lowest compared entry with this formula, charge and spin, kcal per mole: 8.7

```
81
Properties=species:S:1:pos:R:3:forces:R:3:lowdin_charge:R:1
H -20.3341 2.8515 12.4692 -0.2 -0.1 0.3 0.149
H -17.6451 1.0001 13.9183 0.0 -0.1 0.3 0.110
H -16.7494 4.8069 5.1484 0.2 -0.3 0.2 0.111
H -17.6082 10.8839 9.2913 0.1 -0.3 0.1 0.110
H -22.5606 8.4758 10.4434 -0.1 -0.1 -0.2 0.105
C -17.2487 1.4528 13.0308 0.6 0.5 -0.4 -0.062
Bi -18.5441 4.5794 8.4718 0.6 0.1 -0.2 1.961
H -13.0523 4.3376 10.0821 -0.1 0.1 0.1 0.089
C -11.5131 2.8950 9.8501 -0.6 0.1 -0.1 -0.069
C -17.6738 0.5902 6.5289 -0.5 -0.4 -0.2 -0.069
H -10.8439 3.4628 10.4668 0.3 0.1 0.1 0.109
H -15.4870 4.1823 12.0323 0.0 0.1 0.0 0.096
C -16.2352 2.6461 10.7252 0.3 0.0 -0.3 -0.358
H -19.1679 10.2161 8.8236 0.0 0.1 0.1 0.060
C -17.4221 5.6125 5.3480 -0.3 0.2 0.1 -0.080
H -18.8056 10.5026 10.5298 -0.1 0.0 0.3 0.102
As -15.6780 3.3559 8.9850 1.8 -1.0 0.2 1.259
N -17.9224 8.8088 9.6735 0.0 0.2 -0.4 -0.101
H -20.5454 8.0295 4.3281 0.4 0.3 -0.1 0.113
H -19.5489 9.2688 5.1311 0.1 0.1 -0.1 0.080
H -18.4816 -0.7122 9.5566 0.3 0.3 -0.1 0.121
C -17.1553 0.9916 9.2401 -0.1 0.0 1.0 -0.202
H -21.1490 8.8597 9.4667 -0.1 -0.1 0.2 0.049
C -21.2190 5.1975 7.5248 -0.3 0.0 0.3 -0.370
H -22.0241 2.8613 6.5395 0.2 0.0 0.2 0.151
P -19.7391 7.8252 7.6901 0.2 0.0 -0.2 1.240
N -21.9877 6.9872 9.0427 -0.1 0.3 -0.1 -0.121
C -18.3912 10.1834 9.5873 -0.2 0.2 -0.5 -0.003
N -17.7128 6.6616 9.3187 0.2 0.2 0.0 -0.083
H -20.9281 0.8883 9.5740 0.0 -0.4 0.1 0.143
C -23.1624 4.8901 8.9078 0.1 0.9 0.1 -0.028
N -22.2834 4.4586 7.8769 0.3 0.1 0.2 0.038
C -19.5153 8.3962 4.4844 -0.8 0.0 -0.1 -0.004
H -23.9769 4.2232 9.1627 0.1 0.2 -0.1 0.128
H -17.8213 -0.1717 11.7806 -0.1 0.0 -0.1 0.116
C -17.9137 6.4938 4.4375 -0.1 0.0 0.2 -0.015
C -20.5379 2.6265 10.6699 0.6 0.9 0.2 -0.429
C -16.5682 2.6708 13.0866 0.0 0.1 0.6 -0.064
O -21.0041 2.4292 11.9017 0.6 0.0 -0.8 0.168
H -19.0263 -0.9309 7.1924 0.1 -0.2 -0.1 0.112
C -21.6616 8.0491 9.9984 -0.1 0.2 -0.2 -0.050
H -14.0307 0.8866 7.6901 0.2 0.2 0.2 0.102
C -18.0011 -0.0315 8.8484 -0.5 -0.4 -0.5 -0.015
C -20.8342 6.4000 8.4087 -0.6 -0.3 0.6 -0.576
C -16.9119 8.3790 10.4887 -0.4 -0.5 -0.2 -0.012
C -18.3932 7.7580 8.9493 0.4 -0.2 0.7 -0.416
H -21.0374 7.6779 10.8022 0.3 -0.1 0.2 0.098
H -22.3766 1.8615 9.8765 0.0 0.0 -0.1 0.149
H -16.3630 2.2229 6.1707 0.0 0.1 0.1 0.106
C -16.8465 1.6182 6.9345 0.3 0.1 -0.8 -0.134
N -18.7477 7.3391 5.1147 0.4 -0.1 -0.1 -0.107
C -13.3275 1.4773 8.2867 -0.4 -0.2 0.0 -0.091
O -20.3216 4.7311 6.7964 0.0 -0.3 -0.2 -0.098
C -16.8021 7.0367 10.2734 -0.3 0.1 -0.4 -0.084
C -16.8800 1.4068 10.6496 -0.4 0.3 -0.4 -0.187
H -17.7317 6.6041 3.3876 0.0 0.0 -0.2 0.137
H -23.1419 2.5705 7.9151 0.5 0.1 -0.2 0.152
N -17.9475 5.9249 6.5782 0.2 -0.2 0.0 -0.100
C -18.7515 6.9694 6.4090 -0.2 0.1 0.0 -0.472
O -21.0803 2.4426 8.3058 -0.3 0.2 -0.1 -0.109
H -17.8616 0.3781 5.4772 0.1 0.2 0.2 0.118
C -11.1533 1.6809 9.2975 0.4 0.3 0.2 -0.074
C -12.7898 3.3902 9.6331 -0.1 0.2 0.1 -0.141
C -16.6123 1.8346 8.2743 0.1 0.2 -0.2 -0.457
C -13.7182 2.6770 8.8867 -0.8 0.1 0.2 -0.324
H -16.4002 3.1359 14.0605 -0.1 0.0 -0.3 0.115
H -10.1697 1.2993 9.4896 0.3 -0.2 0.0 0.111
O -19.5460 3.3339 10.4776 -1.0 -1.0 0.1 -0.060
H -23.7167 6.5227 10.1414 0.2 -0.2 -0.1 0.139
O -20.0859 5.6958 9.3518 -0.2 -0.1 0.1 -0.362
H -11.7222 0.0542 8.0489 -0.1 0.0 0.0 0.114
C -12.0314 0.9892 8.5003 -0.7 -0.1 -0.4 -0.068
H -16.3928 9.0195 11.1729 0.1 0.2 0.0 0.138
C -17.3576 0.8044 11.8169 -0.1 -0.1 -0.6 -0.020
H -16.1349 6.3440 10.7376 0.2 -0.3 0.1 0.093
C -16.0546 3.2667 11.9380 0.0 -0.1 0.7 -0.105
C -22.9999 6.1200 9.4296 -0.3 -0.6 -0.2 -0.052
C -18.2955 -0.1933 7.4885 0.1 -0.1 0.6 -0.055
C -21.3219 1.8977 9.5920 0.2 0.4 0.0 -0.066
C -22.1750 3.0138 7.6072 -0.5 0.0 0.2 -0.105
H -19.0632 8.6502 3.5245 -0.1 0.0 0.2 0.106
```
Forces are in eV/Å.